(1)
Entry from OMol25: C36H43MoN6O2Se2 as an isolated structure (wB97M-V/def2-TZVPD).

* energy above the lowest of the compared OMol25 structures with the same formula, charge and spin: 13.3 kcal per mole
* DFT total energy: -6747.486959 Ha
* total charge: +1

Each line ends with the Mulliken charge.
CARTESIAN COORDINATES (ANGSTROEM)
Mo: -0.0630 0.2175 0.6944  -1.1352
C: -1.3946 -0.3027 3.6332  -1.1855
N: -1.9807 -0.3726 2.2967  0.9479
C: -3.0445 0.5990 2.0941  -1.2313
C: -3.2903 0.8028 0.6213  0.4453
C: -4.4907 1.3159 0.1566  -1.1737
C: -4.6641 1.5063 -1.2018  -0.5397
C: -3.6201 1.1832 -2.0520  -1.3481
C: -2.4521 0.6796 -1.5069  -0.8385
N: -2.2829 0.4725 -0.1900  1.3131
C: -2.3898 -1.7356 1.9671  -1.0395
C: -1.1782 -2.6215 1.8648  0.3553
C: -1.2433 -3.9606 2.1996  -1.0733
C: -0.1218 -4.7601 2.0454  -0.7304
C: 1.0281 -4.1747 1.5498  -1.4473
C: 1.0146 -2.8253 1.2498  -0.4678
N: -0.0625 -2.0289 1.4132  1.4085
C: -0.5029 0.8987 3.7467  0.3084
C: -0.2186 1.4547 4.9815  -1.0263
C: 0.5300 2.6135 5.0481  -0.6461
C: 0.9173 3.2006 3.8556  -0.9731
C: 0.6072 2.5713 2.6673  -0.5787
N: -0.0499 1.3978 2.5858  1.2939
H: -0.8230 -1.2120 3.8172  0.4450
H: -2.1670 -0.2468 4.4082  0.5340
H: -2.7391 1.5486 2.5360  0.4497
H: -3.9735 0.2938 2.5878  0.5492
H: -5.2797 1.5576 0.8608  0.5397
H: -5.5998 1.8941 -1.5899  0.4264
H: -3.6987 1.3144 -3.1244  0.5652
H: -1.6098 0.4478 -2.1418  0.8609
H: -2.8946 -1.7158 1.0028  0.3945
H: -3.0940 -2.1438 2.7000  0.4486
H: -2.1746 -4.3653 2.5774  0.5369
H: -0.1463 -5.8111 2.3102  0.4377
H: 1.9385 -4.7408 1.3977  0.5772
H: 1.9043 -2.3590 0.8509  0.7850
H: -0.6005 0.9775 5.8785  0.5307
H: 0.7860 3.0592 6.0027  0.4517
H: 1.4638 4.1350 3.8357  0.4951
H: 0.9104 3.0093 1.7348  0.3487
O: -1.3999 -0.9131 -5.2938  -0.4867
C: -0.7872 -2.1908 -5.1587  -1.3836
C: 0.2565 -2.1507 -4.0465  2.5002
C: 0.9674 -3.5146 -4.0985  -1.5887
O: 1.6757 -3.8439 -2.9129  -0.4502
C: -0.4733 -1.9672 -2.6984  -2.1556
Se: 0.6685 -0.9611 -1.4504  0.8918
C: 1.2908 -1.0158 -4.3015  -1.3996
Se: 0.9813 0.5776 -3.2014  -0.2399
H: -1.9397 -0.9092 -6.0890  0.3492
H: -0.2984 -2.4877 -6.0921  0.5359
H: -1.5339 -2.9522 -4.9165  0.3930
H: 1.6232 -3.5483 -4.9735  0.4114
H: 0.2169 -4.2966 -4.2236  0.4580
H: 2.5713 -3.5002 -2.9558  0.3129
H: -0.7118 -2.9212 -2.2302  0.8272
H: -1.3833 -1.3958 -2.8510  0.6359
H: 1.2926 -0.7023 -5.3456  0.4435
H: 2.2915 -1.3481 -4.0374  0.4260
C: 2.1583 0.7326 0.6526  -1.6708
C: 3.0501 -0.3726 1.0939  0.1448
C: 3.8106 -1.1390 0.2006  -0.0685
C: 4.5216 -2.2506 0.6240  -0.7269
C: 4.5119 -2.6199 1.9692  0.4941
C: 3.8211 -1.8287 2.8856  -0.9593
C: 3.1123 -0.7258 2.4497  0.1566
C: 5.2020 -3.8155 2.4025  -0.0756
N: 5.7425 -4.7786 2.7290  -0.5299
H: 2.4425 1.0815 -0.3403  0.6922
H: 2.2842 1.5670 1.3382  0.7651
H: 3.8352 -0.8500 -0.8432  0.4534
H: 5.0941 -2.8435 -0.0801  0.5108
H: 3.8427 -2.0941 3.9363  0.4819
H: 2.5657 -0.1242 3.1697  0.4099
C: -1.6264 4.9947 -0.8777  -1.5386
C: -0.2846 4.3790 -1.3023  2.0357
C: -0.2281 4.2117 -2.8264  -1.5199
C: 0.8828 5.2520 -0.8160  -1.6759
C: -0.1812 3.0492 -0.6567  -0.0251
N: -0.1057 2.0199 -0.1464  -0.1815
H: -1.7234 5.9837 -1.3316  0.4294
H: -1.6799 5.1036 0.2077  0.3616
H: -2.4633 4.3750 -1.2094  0.3352
H: -0.3138 5.1922 -3.2995  0.4589
H: -1.0466 3.5803 -3.1806  0.2841
H: 0.7145 3.7570 -3.1364  0.3024
H: 0.7982 6.2436 -1.2658  0.4450
H: 1.8436 4.8209 -1.1044  0.3566
H: 0.8616 5.3656 0.2699  0.3597

---

(2)
Entry from OMol25: C36H44BBr78NO7 as an isolated structure (wB97M-V/def2-TZVPD).

* DFT total energy: -202777.169495 Ha
* total charge: 0

Each line ends with the Mulliken charge.
CARTESIAN COORDINATES (ANGSTROEM)
C: -2.9210 -2.7785 3.8152  -0.7414
C: -3.9909 -2.4056 3.0070  0.3612
C: -3.8766 -2.1183 1.6080  -0.1822
O: -4.6880 -1.3693 1.0857  -0.6930
O: -2.8528 -2.6640 0.8908  0.1043
C: -1.9374 -1.6900 0.3904  -1.0369
C: -0.6248 -2.4130 0.1354  0.5524
C: -0.4852 -2.8944 -1.3049  -0.6553
C: -0.3426 -1.7484 -2.3435  -0.7489
C: 0.9939 -1.6460 -3.0833  -1.2016
C: 1.9630 -0.6227 -2.4835  0.1738
N: 3.0223 -1.2287 -1.6486  0.2497
C: 3.9509 -0.3084 -1.1426  -0.1010
O: 3.9232 0.0944 0.0049  -0.3565
O: 5.0086 0.1126 -1.9196  -0.0339
O: 4.5819 0.4897 -3.2246  -0.5170
B: 4.3784 1.8628 -3.2852  1.3655
O: 4.2395 2.3737 -4.5575  -0.1775
O: 4.1988 2.6288 -2.1680  -0.3935
H: -2.4506 -2.0829 4.4914  0.1617
H: -2.5366 -3.7954 3.8087  0.2625
H: -4.9877 -2.3445 3.4189  0.4571
H: -2.3045 -1.1959 -0.5044  0.2422
H: -1.7731 -0.9282 1.1516  0.5058
H: -0.6270 -3.2742 0.7957  0.4541
H: 0.2489 -1.8208 0.4068  -0.6392
H: 0.3079 -3.6319 -1.3863  0.5217
H: -1.3992 -3.4254 -1.5591  0.2605
H: -0.6015 -0.8190 -1.8419  0.4027
H: -1.1194 -1.9204 -3.0794  0.4501
H: 1.4708 -2.6065 -3.2280  0.3430
H: 0.7678 -1.2713 -4.0764  0.4049
H: 2.4314 -0.1289 -3.3196  0.1115
H: 1.4239 0.1447 -1.9232  0.2941
H: 2.5650 -1.5737 -0.8167  -0.1734
H: 3.6229 3.1255 -4.5848  -0.1234
H: 3.8114 3.4782 -2.3821  -0.0107
C: -2.5791 0.7435 6.1799  -0.4845
Br: -4.4019 0.6041 5.5716  0.0461
Br: -2.0013 -0.8532 7.0956  -0.0466
Br: -1.3819 1.2089 4.7491  0.0347
H: -2.5452 1.5446 6.9029  0.4013
C: 3.1026 -3.8268 2.2826  -0.4657
Br: 4.0504 -3.3287 3.8819  0.0470
Br: 1.9533 -5.3466 2.5645  -0.0820
Br: 2.1248 -2.3418 1.5466  0.1407
H: 3.8453 -4.1182 1.5538  0.4987
C: -2.9051 -5.4496 6.9043  -0.5141
Br: -3.2405 -7.2236 6.2481  0.1284
Br: -1.0344 -5.0000 6.8334  -0.0197
Br: -3.9886 -4.1309 6.0049  0.2879
H: -3.1974 -5.4359 7.9448  0.4265
C: 1.6593 6.2016 -5.1603  0.5279
Br: -0.1512 5.8947 -5.7269  0.0584
Br: 2.2735 4.7834 -3.9997  -0.0655
Br: 2.8683 6.4549 -6.6213  0.1134
H: 1.6649 7.1105 -4.5732  -0.5643
C: -3.5546 7.9071 -5.1769  0.2383
Br: -3.5456 6.0449 -4.6836  -0.0850
Br: -5.1882 8.7781 -4.6548  -0.0417
Br: -2.0093 8.8282 -4.4918  0.0909
H: -3.5019 7.9486 -6.2566  -0.2192
C: 2.8738 2.0772 3.0336  -0.3006
Br: 1.1365 2.5298 2.3325  -0.0833
Br: 3.4310 3.2865 4.4268  -0.0505
Br: 2.9017 0.2512 3.6204  0.1430
H: 3.5809 2.1759 2.2218  0.2826
C: -7.1259 -8.3812 7.1963  -0.3831
Br: -6.3145 -10.1045 7.4923  -0.0191
Br: -6.3802 -7.0431 8.3611  -0.0352
Br: -7.0088 -7.8723 5.3443  0.0100
H: -8.1716 -8.4743 7.4477  0.3642
C: -8.0068 -1.2669 6.8022  -0.1962
Br: -7.2644 -3.0208 7.0739  -0.0150
Br: -7.2430 0.0524 7.9944  -0.0001
Br: -7.8566 -0.7586 4.9491  -0.0072
H: -9.0588 -1.3200 7.0387  0.1741
C: -3.4987 -7.6201 2.4945  0.5972
Br: -2.4591 -9.2003 2.1319  -0.0283
Br: -2.7974 -6.0807 1.5869  0.1614
Br: -5.3667 -7.8895 2.0910  -0.0637
H: -3.4294 -7.4320 3.5564  -0.6273
C: 7.1157 6.9523 -6.2965  -0.3912
Br: 6.0003 5.6172 -5.4815  0.1555
Br: 6.5379 7.3504 -8.0914  -0.0515
Br: 7.2200 8.5402 -5.2112  -0.0184
H: 8.1124 6.5424 -6.3629  0.3564
C: 6.8082 -2.5432 -3.1908  0.3388
Br: 7.2687 -2.9835 -1.3711  0.0827
Br: 8.3099 -2.8031 -4.3727  -0.0755
Br: 5.2563 -3.5068 -3.7889  -0.0409
H: 6.5613 -1.4899 -3.2107  -0.2767
C: 0.6914 4.9562 -9.2732  0.8189
Br: 1.9309 3.4872 -9.3678  -0.0180
Br: 1.2779 6.4560 -10.3292  -0.0266
Br: -1.0993 4.4187 -9.7379  -0.0220
H: 0.6689 5.2841 -8.2456  -0.7830
C: -4.9418 6.1408 -0.8282  0.0572
Br: -4.9362 4.2866 -0.3119  0.0108
Br: -6.5824 7.0167 -0.3317  -0.0250
Br: -3.4028 7.0735 -0.1437  0.0088
H: -4.8775 6.1722 -1.9066  -0.0658
C: 3.4978 -7.5557 5.5493  -0.2319
Br: 3.2299 -9.4267 5.9141  -0.0312
Br: 2.0624 -6.4832 6.2473  0.0487
Br: 5.2113 -6.9418 6.1757  -0.0239
H: 3.4894 -7.4343 4.4755  0.2050
C: -2.1769 -11.0512 7.9264  -0.1890
Br: -1.3893 -12.7853 8.1992  -0.0383
Br: -1.3677 -9.7131 9.0493  -0.0211
Br: -2.1354 -10.5358 6.0732  -0.0043
H: -3.2155 -11.1223 8.2138  0.1937
C: 11.0757 -3.6853 -1.8243  0.6549
Br: 10.8203 -5.0802 -0.5264  -0.0158
Br: 11.8786 -2.1174 -1.0518  -0.0614
Br: 12.0476 -4.3096 -3.3627  -0.0210
H: 10.0915 -3.3950 -2.1676  -0.6204
C: 1.9573 9.5600 -2.2452  -0.3031
Br: 2.7973 9.7891 -3.9651  0.0263
Br: 0.1850 10.2992 -2.2240  -0.0547
Br: 1.9454 7.7120 -1.6884  -0.0308
H: 2.5501 10.1040 -1.5227  0.2789
C: 5.4258 8.7024 -0.3602  0.2663
Br: 7.0623 7.8052 -0.8266  -0.0111
Br: 5.0040 8.5067 1.5055  0.0029
Br: 5.4584 10.5566 -0.8941  -0.0502
H: 4.6328 8.2250 -0.9169  -0.1875
C: -3.3226 11.0934 -7.9205  -0.2598
Br: -2.1391 9.5782 -8.0414  0.0416
Br: -2.6863 12.5739 -8.9694  -0.0426
Br: -5.1354 10.6192 -8.3721  -0.0292
H: -3.3273 11.4120 -6.8878  0.3033
C: -11.0882 1.5724 3.9513  -0.2948
Br: -10.7180 2.0203 5.7848  0.0207
Br: -11.6168 -0.2708 3.7656  -0.0361
Br: -12.3890 2.7632 3.1799  -0.0442
H: -10.1698 1.7007 3.3979  0.3298
C: 8.8151 -8.2192 -2.0785  -0.3222
Br: 7.6403 -8.5218 -0.5830  -0.0090
Br: 8.9163 -9.7585 -3.2298  -0.0332
Br: 8.3307 -6.6338 -3.0502  0.0900
H: 9.8047 -8.0548 -1.6772  0.2823
C: 7.4125 -0.9721 4.6940  -0.3454
Br: 6.2651 -1.2899 6.2101  -0.0687
Br: 7.5754 -2.5414 3.5935  -0.0353
Br: 6.8400 0.5546 3.6725  0.0005
H: 8.3958 -0.7474 5.0780  0.3510
C: -5.3356 6.9198 -10.4795  -0.2861
Br: -4.9696 6.5683 -8.6235  0.0502
Br: -3.7232 6.9038 -11.5293  -0.0054
Br: -6.6678 5.7185 -11.1740  -0.0259
H: -5.7418 7.9186 -10.5442  0.2887
C: -5.1567 -6.4599 -1.8116  -0.1540
Br: -3.3002 -6.9178 -2.0381  -0.0520
Br: -5.3653 -4.6520 -1.1936  0.0203
Br: -6.1721 -6.7942 -3.4152  -0.0463
H: -5.5508 -7.1091 -1.0431  0.1683
C: -12.1855 0.3838 9.3508  -0.4077
Br: -10.3374 -0.0823 9.0449  0.0786
Br: -12.3491 2.1686 10.0505  -0.0099
Br: -13.2466 0.1388 7.7668  0.0022
H: -12.5699 -0.2900 10.1015  0.3789
C: 8.6170 2.4355 -3.2284  -0.3553
Br: 6.8058 2.2162 -3.8578  0.0857
Br: 9.1468 0.8996 -2.1994  -0.0195
Br: 9.8239 2.8197 -4.6760  -0.0553
H: 8.6404 3.2840 -2.5605  0.3626

---

Number 1: strongest force on any atom 1.3 eV/A. Number 2: strongest force on any atom 2.6 eV/A.